(1)
The following is a quantum chemistry calculation of C25H44O2P2Tl as an isolated structure, from OMol25.

Properties
Largest force on an atom (eV/Å): 1.70
Net charge: +1
HOMO energy (spin up / spin down) (eV): -10.055 / -10.055
Kohn-Sham gap (spin up / spin down) (hartree): 0.1445 / 0.1403
Energy relative to the best compared isomer or geometry (same formula, charge and spin) (eV): 0.000

Geometry as XYZ:
```
74
Properties=species:S:1:pos:R:3:forces:R:3
Tl 1.406604 -0.210249 2.722529 0.48 1.27 -0.88
C -2.049565 -1.350899 4.170541 0.38 -0.65 -0.17
C -1.649437 -2.400258 3.292455 -0.06 -0.29 0.21
C 0.132826 -1.909841 4.671757 0.11 0.23 -0.14
C -0.941389 -1.037128 5.008624 0.18 0.01 -0.17
C -0.297128 -2.740512 3.583881 -0.19 0.00 -0.05
C -3.368958 -0.709912 4.206333 -0.61 0.60 -0.23
H -3.842767 -0.710536 3.213552 0.13 -0.05 0.32
H -3.294680 0.336242 4.534482 -0.03 -0.31 -0.06
H -4.062364 -1.216717 4.898577 0.27 0.03 -0.15
C -0.849242 0.080403 5.960843 -0.62 0.09 0.70
H -1.841577 0.505023 6.152413 0.28 -0.03 -0.01
H -0.215106 0.889099 5.591581 0.19 0.02 -0.14
H -0.441262 -0.242622 6.929349 0.03 0.05 -0.26
C 1.498330 -1.864426 5.241204 0.60 -0.15 0.40
H 1.508497 -2.284201 6.257317 0.03 0.05 -0.13
H 1.883545 -0.831127 5.329449 -0.24 -0.35 0.15
H 2.224165 -2.435682 4.637545 -0.36 0.16 0.29
C 0.533510 -3.755151 2.896533 -0.02 -0.36 -0.43
H 0.561153 -4.680323 3.501677 0.03 0.26 -0.20
H 1.577601 -3.432406 2.743730 -0.42 -0.06 0.20
H 0.122080 -4.012603 1.904908 0.13 0.08 0.49
C -2.496716 -3.098616 2.294421 -0.40 0.03 -0.35
H -2.757531 -4.117675 2.640609 0.18 0.39 -0.09
H -1.993588 -3.203715 1.317269 -0.08 0.04 0.41
H -3.439928 -2.560704 2.124812 0.30 -0.21 0.05
C -1.138981 2.245163 -0.004711 -1.28 -0.70 0.88
C -2.260524 1.497432 0.173582 1.28 0.96 0.50
C -2.709593 0.266614 -0.530741 0.38 -0.47 -0.58
C -1.701405 -0.358609 -1.538009 -1.05 0.51 -0.15
C -0.421994 -0.883807 -0.989210 0.37 -0.16 0.33
C 0.726681 -0.220056 -0.838197 0.29 -0.58 0.30
C 1.041148 1.217252 -1.065652 -0.26 0.82 -0.03
C -0.150742 2.223535 -1.114009 1.00 0.32 -0.63
H -3.630484 0.457464 -1.094747 -0.03 0.03 0.15
H -1.504544 0.385334 -2.337019 -0.14 -0.72 0.64
H -2.978644 -0.469857 0.245014 0.02 0.05 -0.16
H -0.637398 2.146131 -2.099624 0.18 -0.01 0.80
H -0.934990 3.016460 0.748398 -0.35 -0.18 -0.24
H -2.909057 1.789623 1.006664 0.24 -0.04 -0.11
H 0.336582 3.216103 -1.096329 -0.23 -0.30 -0.18
H 1.740460 1.532042 -0.270302 -0.20 -0.03 -0.17
H 1.604638 -0.783088 -0.480761 -0.41 0.01 -0.19
H 1.617424 1.352198 -2.005624 -0.25 -0.22 0.36
H -2.238511 -1.193952 -2.011134 0.18 0.17 -0.04
H -0.425016 -1.952423 -0.737573 0.12 0.30 -0.05
P -0.532630 1.265383 -4.241394 0.58 0.35 -1.03
C -0.675840 3.097057 -4.389058 -0.21 0.04 -0.17
C -1.837656 0.774934 -5.442773 0.07 0.16 0.17
P 1.777531 -0.615574 -4.847721 0.02 0.78 -1.05
C 0.989349 1.038884 -5.285407 -0.31 -0.32 0.19
C 1.165862 -1.546166 -6.336859 0.11 -0.11 0.53
C 3.421649 -0.203684 -5.582011 -0.03 -0.28 0.30
H 0.178455 3.583827 -3.890838 -0.34 -0.15 -0.20
H -1.608260 3.424788 -3.902240 0.30 0.06 -0.21
H -0.694399 3.358564 -5.459646 0.00 0.17 0.41
H -1.744254 1.385985 -6.349930 -0.17 -0.27 0.07
H -2.806003 0.959952 -4.960993 0.08 -0.11 -0.26
H -1.746635 -0.292751 -5.674085 -0.11 0.25 -0.02
H 3.292120 0.109523 -6.624800 0.19 -0.02 0.21
H 4.034660 -1.108972 -5.524901 0.15 0.26 -0.14
H 3.884612 0.595818 -4.993152 0.06 -0.19 -0.17
H 1.701592 1.858459 -5.061419 -0.35 -0.43 -0.12
H 0.705739 1.052691 -6.360857 0.38 0.18 0.53
H 1.721469 -2.489885 -6.348362 -0.24 0.02 -0.20
H 1.375612 -0.976410 -7.250129 -0.12 -0.18 0.15
H 0.095366 -1.752853 -6.240863 0.18 -0.06 -0.14
C 4.198087 2.976667 3.722485 0.05 0.51 0.27
C 3.053343 2.059160 3.383652 -0.09 -0.73 -0.16
O 1.894649 2.233218 3.861191 0.98 -0.84 -0.71
O 3.385897 1.068938 2.601298 -1.11 0.56 0.75
H 4.095814 3.920938 3.168214 -0.03 -0.26 0.15
H 5.143883 2.510102 3.450091 -0.12 0.07 0.00
H 4.197895 3.222390 4.794075 -0.10 -0.06 -0.34
```
Positions in Å, forces in eV/Å.

---

(2)
The following is a quantum chemistry calculation of C25H44OP2Ti as an isolated structure, from OMol25.

Properties
Largest force on an atom (eV/Å): 4.31
Net charge: +1
HOMO energy (spin up / spin down) (eV): -9.699 / -9.598
Kohn-Sham gap (spin up / spin down) (hartree): 0.2541 / 0.2220
2S+1: 2
<S²>: 0.77
Energy relative to the best compared isomer or geometry (same formula, charge and spin) (eV): 0.000

Geometry as XYZ:
```
73
Properties=species:S:1:pos:R:3:forces:R:3
Ti 0.627325 0.446442 -1.161423 -1.07 -4.14 0.50
C 0.401043 -2.483705 1.699840 0.55 2.87 1.20
C -0.039271 -1.297064 2.349905 1.15 -1.49 -1.00
C -1.891849 -2.543371 1.785678 1.51 -1.26 -0.79
C -0.742054 -3.241227 1.340348 -2.92 0.52 0.33
C -1.456509 -1.367330 2.455418 -0.08 -0.21 -0.36
C 1.797813 -2.907741 1.451341 0.40 -0.19 0.14
H 2.507364 -2.295759 2.024821 -0.17 -0.22 -0.16
H 2.074271 -2.846002 0.383509 -0.18 -0.13 0.29
H 1.928260 -3.956167 1.762076 0.10 0.27 -0.12
C -0.708141 -4.521810 0.606241 0.05 -0.44 -0.06
H 0.133192 -5.141516 0.955143 -0.31 0.08 -0.19
H -0.571075 -4.365070 -0.476320 0.03 -0.10 0.20
H -1.638929 -5.075374 0.761088 0.19 -0.02 -0.12
C -3.294425 -2.962606 1.590513 -0.60 -0.22 0.04
H -3.625508 -3.660358 2.375227 -0.06 0.15 -0.21
H -3.419725 -3.465381 0.622045 -0.11 0.08 0.24
H -3.963623 -2.092458 1.613643 0.03 -0.23 -0.03
C -2.347968 -0.418794 3.159836 -0.18 0.18 0.31
H -2.894363 -0.933935 3.966648 0.14 0.12 -0.17
H -3.106436 0.014944 2.475723 0.43 -0.45 0.52
H -1.775373 0.403801 3.607934 -0.18 -0.13 -0.07
C 0.802808 -0.193967 2.863815 0.24 0.28 0.51
H 0.549298 0.011805 3.915021 0.27 0.08 -0.20
H 0.662827 0.745691 2.308216 0.00 -0.21 0.24
H 1.868001 -0.453839 2.804707 -0.23 0.16 0.11
C 1.327421 1.063168 -2.848375 0.00 -0.74 -0.18
C 2.646170 0.960887 -2.073997 1.76 0.17 -0.51
C 3.207186 2.293585 -1.505374 0.16 -0.11 -0.25
C 2.172539 3.061274 -0.657841 0.45 0.39 0.07
C 1.094638 2.139503 -0.144742 0.42 -0.52 0.65
C -0.321340 2.480118 -0.581818 -1.10 1.44 1.16
C -0.411771 2.934071 -2.077237 -0.04 0.15 0.02
C 0.612695 2.340437 -3.133621 -0.47 1.30 -0.75
H 3.536909 2.902150 -2.357929 0.03 -0.12 0.17
H 1.750944 3.894127 -1.247477 0.12 -0.39 0.25
H 4.108337 2.094794 -0.902600 -0.31 0.07 -0.39
H 1.315487 3.134614 -3.430855 -0.17 -0.14 0.22
H 1.160864 0.283950 -3.603895 0.45 0.26 0.17
H 3.398160 0.475342 -2.713872 -0.27 0.61 -0.22
H 0.001062 2.171342 -4.032644 0.32 0.00 0.20
H -1.437986 2.750737 -2.439705 0.41 0.00 0.18
H -0.608149 3.354238 0.034041 -0.12 -0.14 -0.44
H -0.285083 4.029247 -2.083149 -0.09 -0.46 -0.09
H 2.675025 3.543555 0.194105 -0.03 -0.08 -0.30
H 1.199217 1.898738 0.927481 -0.38 0.51 -0.39
P 2.824196 -0.553894 -0.767977 -1.93 0.74 -0.21
C 3.328496 -1.867162 -1.913140 0.12 -0.24 0.02
C 4.203568 -0.295022 0.349412 0.62 -0.03 -0.03
P -3.027364 1.654241 0.762282 1.55 -0.10 -1.51
C -1.320762 1.329595 -0.179938 -1.13 0.16 -0.15
C -2.548444 3.088798 1.801036 -0.46 0.10 0.31
C -3.932753 2.324955 -0.687834 -0.05 0.19 0.02
H 2.444024 -2.323471 -2.380152 0.37 0.16 0.19
H 3.877596 -2.623443 -1.332215 -0.14 0.13 -0.34
H 3.976508 -1.432460 -2.687657 -0.01 -0.36 0.21
H 4.469936 0.760365 0.449039 0.01 -0.26 0.11
H 5.047368 -0.873107 -0.058685 -0.06 0.36 0.35
H 3.915956 -0.700564 1.332379 0.17 0.21 -0.38
H -3.322151 2.984086 -1.320104 -0.33 -0.01 0.23
H -4.819305 2.852183 -0.305796 0.20 -0.08 -0.31
H -4.267769 1.460439 -1.285099 0.06 0.36 0.20
H -1.669801 0.820286 -1.123825 0.06 0.43 1.37
H -0.828271 0.578670 0.500018 -0.26 0.22 -0.45
H -3.085448 2.909428 2.746369 0.28 0.37 -0.17
H -2.873597 4.051001 1.385010 0.19 -0.20 0.12
H -1.471461 3.105710 2.016796 -0.30 0.00 -0.08
C -2.102148 -1.819970 -1.614046 -0.58 -0.58 0.35
C -0.814127 -1.131177 -1.574478 3.29 0.08 -0.84
O 0.336015 -1.608721 -1.841306 -2.06 0.64 0.53
H -2.052619 -2.883605 -1.321084 0.07 0.37 -0.36
H -2.556217 -1.708373 -2.617936 0.28 -0.07 0.35
H -2.750706 -1.303877 -0.892554 -0.06 -0.15 -0.23
```
Positions in Å, forces in eV/Å.

---

(3)
The following is a quantum chemistry calculation of C25H45AlCl2P as an isolated structure, from OMol25.

Properties
Largest force on an atom (eV/Å): 2.42
Net charge: -1
HOMO energy (spin up / spin down) (eV): -3.440 / -2.021
Kohn-Sham gap (spin up / spin down) (hartree): 0.2227 / 0.1712
Energy relative to the best compared isomer or geometry (same formula, charge and spin) (eV): 1.712

Geometry as XYZ:
```
74
Properties=species:S:1:pos:R:3:forces:R:3
Al -0.154404 1.393422 1.482052 2.04 -0.28 0.43
Cl 1.646430 0.372628 3.095281 2.23 0.12 -0.85
P -0.294546 -0.243979 -0.220544 -0.05 -0.46 1.43
C -0.796806 2.418115 4.396973 0.11 1.36 0.07
H -1.821990 2.398665 4.022810 0.34 -0.26 0.18
H -0.607932 2.038436 5.421894 -0.06 -0.01 -0.96
C -0.417989 0.401554 -1.929527 -0.20 -0.38 0.58
C -1.746681 -1.325103 0.318419 0.75 0.09 -0.98
C -1.773063 1.076447 -2.218711 0.39 -0.13 -0.58
H 0.355703 1.182548 -1.918428 -0.10 -0.06 -0.15
C -1.691332 1.726439 -3.614736 -0.21 0.30 0.18
H -2.563091 0.310281 -2.216862 0.10 0.21 0.01
H -2.023526 1.828064 -1.463014 0.13 -0.15 -0.01
C -1.287376 0.733876 -4.702359 0.06 -0.16 -0.03
H -2.661909 2.185783 -3.856732 0.23 -0.06 -0.01
H -0.947093 2.541766 -3.584927 -0.22 -0.19 0.06
C 0.019361 0.020144 -4.346833 -0.15 -0.24 0.07
H -2.081115 -0.016417 -4.819993 0.05 0.03 0.01
H -1.185218 1.237846 -5.670540 -0.06 0.01 0.11
C -0.082446 -0.660578 -2.975816 -0.19 0.74 -0.53
H 0.268115 -0.737440 -5.092945 0.00 0.08 -0.18
H 0.841070 0.748848 -4.329612 -0.06 -0.09 0.03
H -0.880299 -1.408001 -2.984234 0.05 -0.06 -0.12
H 0.851706 -1.163906 -2.748941 -0.15 0.05 -0.06
C 1.255363 -1.324382 -0.100970 -0.99 -0.05 -0.43
C -2.254967 -2.272694 -0.783332 -0.45 -0.23 0.92
H -1.289951 -1.921679 1.129342 -0.16 0.25 -0.17
C -3.218008 -3.275592 -0.119878 -0.15 0.14 -0.40
H -2.782700 -1.694368 -1.546587 -0.08 -0.07 -0.02
H -1.446338 -2.809163 -1.270846 -0.06 0.04 -0.08
C -4.395954 -2.553260 0.544874 0.09 0.01 -0.09
H -3.575768 -3.977055 -0.881421 -0.09 -0.07 0.12
H -2.677849 -3.861372 0.635826 0.03 0.09 -0.10
C -3.919418 -1.502039 1.546983 0.19 -0.03 0.06
H -4.988302 -2.058615 -0.234330 -0.01 -0.03 -0.02
H -5.054439 -3.277380 1.032586 -0.01 0.00 0.00
C -2.917830 -0.521834 0.915234 -0.69 -0.16 -1.14
H -4.771783 -0.946935 1.956857 0.08 -0.08 -0.04
H -3.428681 -2.012549 2.396401 -0.08 0.29 -0.24
H -3.415967 0.062847 0.091567 0.28 -0.52 0.56
H -2.596316 0.183218 1.664896 0.10 0.06 0.00
C 2.520584 -0.788646 -0.793886 0.02 0.18 0.31
H 1.453425 -1.334711 0.986600 -0.15 0.06 -0.25
C 3.698486 -1.701115 -0.435991 -0.08 -0.12 -0.04
H 2.396310 -0.771939 -1.883298 0.09 -0.01 0.11
H 2.735200 0.243781 -0.480615 -0.09 -0.41 0.06
C 3.425362 -3.156029 -0.831529 -0.02 -0.04 0.12
H 4.611209 -1.344498 -0.923984 -0.03 -0.01 0.05
H 3.861821 -1.652264 0.645831 0.01 0.07 -0.03
C 2.118960 -3.666492 -0.220506 -0.22 -0.03 -0.50
H 3.367011 -3.231873 -1.924305 -0.02 0.01 0.00
H 4.252204 -3.798771 -0.513379 0.02 0.05 -0.05
C 0.943568 -2.752362 -0.583908 1.07 0.06 0.40
H 1.889254 -4.679587 -0.572951 0.19 0.00 0.09
H 2.203707 -3.703324 0.864489 0.06 -0.02 0.16
H 0.794589 -2.756071 -1.667190 -0.02 -0.16 0.08
H 0.046903 -3.128111 -0.115312 -0.15 -0.14 0.16
C 1.340282 2.285599 0.365669 -1.23 -1.49 -0.20
C 0.148648 3.085520 3.712666 -0.08 0.50 1.01
H 1.702340 1.852741 -0.651955 -0.75 1.18 1.54
C 1.546968 3.327252 4.257688 0.26 0.00 -0.26
H -0.083151 3.628507 2.778670 -0.15 -0.41 0.39
C 2.427198 4.144927 3.284390 -0.08 -0.14 0.62
H 1.523539 3.811629 5.246595 -0.27 0.15 -0.27
H 2.021152 2.355833 4.431041 -0.04 0.15 -0.10
C 2.877178 3.355887 2.050029 -0.12 -0.31 0.34
H 1.879647 5.060459 2.990181 0.24 -0.22 0.02
H 3.318545 4.472466 3.829647 -0.06 0.04 0.07
C 1.952513 3.566330 0.833042 0.09 -1.15 -0.84
H 3.854193 3.708082 1.750227 0.47 0.16 0.01
H 2.990665 2.263911 2.323337 -0.30 1.18 -0.44
H 1.110611 4.238411 1.038008 0.47 0.34 0.07
H 2.527152 3.899375 -0.026098 0.20 0.93 0.08
Cl -0.942729 -0.131503 3.216923 -2.35 -0.50 -0.31
```
Positions in Å, forces in eV/Å.